Entry from the Open Molecules 2025 dataset: the molecule C20H24F2N4O2S (ωB97M-V/def2-TZVPD).

Results
multiplicity: 1
orbital gap: 9.340 eV
HOMO energy: -0.31805 Ha
maximum force: 0.8 eV/A
net charge: 0
energy relative to the best compared isomer or geometry (same formula, charge and spin): 24.2 kJ/mol
lowest unoccupied orbital energy: 0.02520 Ha

The geometry in XYZ format:
```
53
Properties=species:S:1:pos:R:3:forces:R:3:lowdin_charge:R:1
C -7.113 -1.345 -0.479 0.074 0.085 -0.214 -0.078
H -8.002 -1.678 -1.009 -0.118 -0.064 -0.016 0.078
H -6.360 -2.127 -0.538 0.031 -0.099 0.046 0.083
H -7.369 -1.185 0.566 -0.059 -0.046 0.108 0.067
C -6.588 -0.048 -1.099 -0.331 -0.079 0.013 -0.429
C -5.341 0.383 -0.409 -0.345 0.095 0.694 -0.564
N -4.191 0.494 -0.967 0.113 -0.154 -0.819 0.099
C -3.225 0.906 -0.104 0.082 0.259 0.691 -0.368
C -3.657 1.115 1.170 -0.139 -0.024 -0.156 -0.349
S -5.337 0.787 1.302 0.315 -0.077 -0.589 1.050
H -3.087 1.439 2.017 0.203 0.090 0.184 0.072
C -1.811 1.063 -0.577 0.046 0.184 0.110 -0.109
N -0.937 0.095 0.048 -0.214 -0.094 -0.369 0.089
C -0.079 0.420 1.027 0.064 -0.664 0.056 -0.504
O 0.083 1.555 1.441 0.087 0.498 0.277 0.037
C 0.740 -0.758 1.530 0.031 0.228 -0.159 -0.025
H 1.122 -0.526 2.522 -0.033 0.075 -0.079 0.120
H 0.123 -1.655 1.587 0.055 -0.010 0.028 0.125
C 1.920 -1.004 0.570 -0.322 0.130 0.349 -0.202
N 3.131 -1.317 1.319 -0.041 -0.083 -0.036 -0.108
C 3.978 -2.315 0.706 0.189 -0.313 -0.257 -0.150
C 3.929 -2.256 -0.826 0.309 0.208 0.397 -0.140
N 2.562 -2.508 -1.211 0.015 -0.301 -0.322 0.085
C 1.535 -2.041 -0.482 0.156 0.070 -0.117 -0.428
O 0.379 -2.350 -0.709 -0.338 -0.115 0.018 0.051
H 2.351 -3.184 -1.930 -0.096 0.092 0.069 0.153
H 4.247 -1.268 -1.179 0.097 -0.130 0.012 0.118
H 4.580 -3.010 -1.267 -0.059 0.029 -0.002 0.127
H 3.613 -3.304 1.014 0.173 0.001 -0.113 0.129
H 5.001 -2.202 1.062 -0.038 0.014 0.024 0.115
C 3.798 -0.141 1.859 0.043 -0.021 0.074 -0.108
C 4.241 0.879 0.835 0.192 0.033 -0.100 -0.132
C 5.477 0.780 0.207 -0.096 0.154 -0.012 -0.169
C 5.857 1.690 -0.770 -0.006 -0.034 -0.018 -0.207
C 5.007 2.715 -1.143 0.123 -0.172 0.077 -0.002
C 3.779 2.829 -0.517 0.004 0.022 -0.022 -0.061
C 3.402 1.927 0.464 0.134 0.024 0.035 -0.034
H 2.448 2.041 0.958 -0.132 -0.029 0.074 0.103
H 3.111 3.630 -0.791 -0.062 0.086 -0.031 0.110
H 5.324 3.408 -1.907 0.068 0.058 -0.089 0.120
F 7.059 1.570 -1.363 -0.128 -0.066 0.144 0.084
F 6.330 -0.210 0.551 -0.044 0.130 -0.116 0.083
H 4.655 -0.492 2.437 -0.104 0.072 0.041 0.131
H 3.100 0.349 2.543 0.094 0.040 0.018 0.126
H 2.079 -0.089 -0.032 -0.041 -0.165 0.029 0.153
H -0.958 -0.864 -0.277 0.117 0.063 0.116 0.123
H -1.434 2.054 -0.304 -0.025 -0.150 -0.158 0.125
H -1.789 0.939 -1.662 0.008 0.067 0.091 0.125
C -7.644 1.056 -1.023 0.124 -0.124 -0.165 -0.079
H -7.268 1.975 -1.466 -0.017 0.112 -0.001 0.083
H -7.910 1.252 0.014 -0.085 0.059 0.085 0.067
H -8.540 0.753 -1.561 -0.130 -0.002 -0.028 0.078
H -6.323 -0.227 -2.146 0.055 0.041 0.128 0.139
```
Positions in Å, forces in eV/Å.